Molecular formula: C60H65CsFGeO6P3
Method: DFT, wB97M-V/def2-TZVPD

The calculation puts the LUMO energy at 2.4359 eV. For the frontier orbital gap, the calculation gives 3.078 eV. The calculation puts the calculated total energy at -163190.996 eV. As for the relative energy (zero: lowest compared OMol25 entry of this formula, charge and spin): 0.00 kcal/mol.

ORCA input file:
```
! wB97M-V def2-TZVPD RIJCOSX def2/J DEFGRID3
* xyz -2 1
Cs 2.392 -3.369 -3.950
F -2.797 3.345 4.703
Ge -2.358 1.864 3.731
C -1.915 0.503 5.280
C -2.603 0.569 6.584
C -1.909 0.262 7.941
C -0.592 -0.067 7.916
C 0.118 -0.013 6.672
C -0.494 0.259 5.531
P 5.865 -0.591 0.635
C 5.612 -0.342 2.349
C 6.536 0.520 3.051
C 6.062 1.250 4.168
C 4.789 0.850 4.717
C 3.990 -0.121 4.144
C 4.352 -0.563 2.885
C 5.876 -2.383 0.482
C 6.930 -3.011 -0.202
C 6.879 -4.316 -0.607
C 5.667 -5.046 -0.283
C 4.690 -4.497 0.534
C 4.836 -3.193 0.994
C -4.136 1.241 3.280
C -5.283 1.890 3.778
C -6.392 1.155 4.329
C -6.402 -0.260 4.430
C -5.311 -0.858 3.805
C -4.287 -0.163 3.143
P -3.175 -0.985 2.040
C -4.387 -1.780 0.907
C -4.575 -1.039 -0.257
C -5.397 -1.442 -1.344
C -6.173 -2.605 -1.137
C -6.159 -3.290 0.065
C -5.275 -2.802 1.159
C -2.535 -2.463 2.837
C -2.497 -2.594 4.201
C -2.210 -3.857 4.758
C -1.860 -4.979 3.967
C -1.575 -4.727 2.590
C -2.095 -3.542 2.045
C -0.973 2.399 2.404
C 0.417 2.223 2.553
C 1.462 3.230 2.591
C 1.068 4.531 2.424
C -0.208 4.776 1.905
C -1.105 3.624 1.564
P -2.619 3.749 0.648
C -3.426 5.268 1.193
C -4.443 5.660 0.372
C -5.438 6.445 1.003
C -5.271 7.059 2.260
C -4.060 6.833 2.964
C -3.145 5.884 2.445
C -1.897 4.183 -0.886
C -1.161 5.536 -1.082
C -0.490 5.996 -2.216
C -0.714 4.999 -3.322
C -1.319 3.741 -3.175
C -1.914 3.398 -2.029
H -3.459 -0.208 6.216
H -2.702 -0.099 8.755
H 0.233 -0.295 8.582
H 0.971 -0.638 6.636
H 7.422 0.823 2.555
H 6.755 1.933 4.782
H 4.608 1.342 5.670
H 3.246 -0.655 4.747
H 3.665 -1.130 2.303
H 7.791 -2.377 -0.446
H 7.748 -4.811 -1.011
H 5.642 -6.055 -0.658
H 3.903 -5.113 0.963
H 4.101 -2.780 1.632
H -5.377 3.010 3.880
H -7.273 1.732 4.573
H -7.056 -0.837 5.072
H -5.277 -1.959 3.910
H -4.057 -0.141 -0.459
H -5.510 -0.698 -2.144
H -6.812 -2.888 -1.979
H -6.925 -3.993 0.401
H -5.335 -3.464 2.028
H -2.914 -1.908 4.884
H -2.308 -3.979 5.852
H -1.672 -5.943 4.415
H -1.044 -5.486 2.051
H -2.078 -3.460 1.004
H 0.490 1.076 2.762
H 2.499 2.846 2.643
H 1.691 5.396 2.512
H -0.286 5.820 1.700
H -4.522 5.394 -0.685
H -6.401 6.551 0.528
H -6.061 7.699 2.658
H -3.732 7.389 3.837
H -2.261 5.684 3.017
H -1.312 5.942 -0.067
H -0.265 6.992 -2.238
H -0.177 5.223 -4.336
H -1.529 3.095 -3.979
H 0.284 0.759 4.739
O 6.100 -8.511 -10.599
H 6.345 -7.605 -10.348
H 5.271 -8.466 -10.043
O 4.581 -5.826 -5.786
H 4.237 -4.853 -6.217
H 5.496 -5.663 -5.944
O -0.060 -1.446 -3.625
H -0.329 -1.610 -2.719
H -0.841 -1.019 -3.930
O -2.813 -3.621 -10.113
H -3.484 -3.740 -10.793
H -2.165 -4.364 -10.138
O -0.698 4.233 -7.782
H -1.322 4.831 -7.344
H -0.043 4.910 -8.008
O 2.331 -1.900 -0.613
H 1.879 -1.123 -0.950
H 1.762 -2.216 0.158
H -2.864 1.683 6.810
H -2.457 2.463 -1.776
C 4.914 -0.245 -6.056
C 4.546 -1.143 -7.223
C 5.501 -1.065 -8.436
C 3.203 -0.621 -7.926
C 4.372 -2.624 -6.891
C 4.142 -3.811 -6.802
H 4.391 0.718 -6.262
H 5.979 -0.095 -5.890
H 4.478 -0.427 -5.032
H 6.124 -0.131 -8.515
H 5.029 -1.245 -9.453
H 6.195 -1.931 -8.386
H 3.169 0.510 -8.125
H 2.402 -0.919 -7.238
H 2.959 -1.265 -8.804
*
```

***

Molecular formula: C25H38BaP2
Method: DFT, wB97M-V/def2-TZVPD

The calculation puts the LUMO energy at -0.4630 eV. For the frontier orbital gap, the calculation gives 5.150 eV. The calculation puts the calculated total energy at -45804.721 eV. As for the relative energy (zero: lowest compared OMol25 entry of this formula, charge and spin): 84.68 kcal/mol.

ORCA input file:
```
! wB97M-V def2-TZVPD RIJCOSX def2/J DEFGRID3
* xyz 0 1
P 0.156 -2.050 -3.630
P 0.365 1.385 -3.565
C -0.108 -0.925 -5.111
C 0.644 0.411 -5.119
H -1.196 -0.795 -5.248
H 0.251 -1.533 -5.959
H 1.730 0.279 -5.258
H 0.272 1.036 -5.945
C -1.243 2.140 -4.039
H -1.579 2.806 -3.235
H -2.008 1.369 -4.207
H -1.088 2.715 -4.961
C 1.537 2.759 -3.790
H 1.191 3.402 -4.611
H 2.531 2.350 -4.016
H 1.578 3.329 -2.852
C -0.973 -3.386 -4.050
H -1.045 -4.107 -3.226
H -0.580 -3.874 -4.951
H -1.969 -2.969 -4.254
C 1.822 -2.642 -4.037
H 2.534 -1.808 -4.035
H 1.769 -3.086 -5.037
H 2.143 -3.399 -3.313
Ba 1.658 -0.069 2.681
C -0.061 1.337 -0.730
C -1.351 1.239 -1.104
C -1.830 -0.046 -1.659
C -1.906 -1.200 -0.611
C -0.981 -2.258 -0.968
C 0.254 -2.053 -1.690
C 1.171 -0.811 -1.360
C 0.735 0.146 -0.235
C 0.493 -2.102 3.808
H 0.432 2.308 -0.584
H -2.000 2.111 -1.170
H -1.088 -0.342 -2.448
H -2.799 0.039 -2.173
H -1.816 -0.800 0.421
H -2.926 -1.623 -0.639
H -1.182 -3.277 -0.622
H 0.828 -3.006 -1.626
H 1.345 -0.211 -2.290
H 2.177 -1.206 -1.135
H 0.167 -0.453 0.520
H 1.693 0.548 0.175
H 1.085 -2.355 4.705
H 0.444 -2.980 3.141
H -0.529 -1.854 4.142
C 1.446 1.439 8.132
C 2.327 1.303 7.036
C 1.855 1.366 5.726
C 0.445 1.482 5.493
C -0.128 1.348 4.214
C -1.466 1.419 4.000
C -2.355 1.612 5.113
C -1.846 1.720 6.389
C -0.455 1.639 6.632
C 0.086 1.622 7.931
H 1.830 1.400 9.152
H 3.390 1.152 7.232
H 2.567 1.405 4.874
H -1.901 1.340 2.994
H -3.430 1.675 4.950
H -2.511 1.861 7.254
H -0.601 1.724 8.780
*
```

***

Molecular formula: F6Li2N4O15S6
Method: DFT, wB97M-V/def2-TZVPD

The calculation puts the LUMO energy at 3.2832 eV. For the frontier orbital gap, the calculation gives 5.970 eV. The calculation puts the calculated total energy at -118399.109 eV. As for the relative energy (zero: lowest compared OMol25 entry of this formula, charge and spin): 18.02 kcal/mol.

ORCA input file:
```
! wB97M-V def2-TZVPD RIJCOSX def2/J DEFGRID3
* xyz -2 1
Li 17.071 7.749 2.342
Li 17.764 8.978 0.309
N 17.725 9.542 2.180
S 19.128 9.919 3.055
O 19.052 9.624 4.439
O 19.832 11.078 2.667
F 19.953 8.786 2.299
S 16.824 10.820 2.716
O 17.074 11.997 1.997
O 16.518 10.896 4.104
F 15.422 10.316 2.137
N 18.250 12.847 -2.218
S 16.821 13.454 -1.649
O 16.923 14.754 -1.081
O 15.857 12.528 -1.184
F 16.295 13.787 -3.140
S 18.872 12.299 -0.849
O 18.235 11.121 -0.348
O 19.398 13.176 0.144
F 20.182 11.722 -1.554
N 16.848 7.198 0.505
S 17.571 5.806 -0.096
O 17.732 5.757 -1.484
O 17.143 4.638 0.601
F 19.000 6.098 0.521
S 15.369 6.957 -0.148
O 14.593 5.861 0.328
O 15.257 7.315 -1.505
F 14.744 8.239 0.588
N 18.598 8.725 -2.847
O 17.888 7.944 -3.494
O 18.675 8.628 -1.588
O 19.184 9.637 -3.432
*
```

***

Molecular formula: C2H7O2
Method: DFT, wB97M-V/def2-TZVPD

The calculation puts the LUMO energy at -6.5779 eV. For the frontier orbital gap, the calculation gives 7.292 eV. The calculation puts the calculated total energy at -6273.090 eV. As for the relative energy (zero: lowest compared OMol25 entry of this formula, charge and spin): 43.27 kcal/mol.

ORCA input file:
```
! wB97M-V def2-TZVPD RIJCOSX def2/J DEFGRID3
* xyz 1 1
O -1.049 -0.923 -4.145
H -0.120 -1.191 -4.491
H -1.304 0.332 1.982
H -1.493 -1.762 -4.098
C -0.322 0.975 1.886
C 0.868 0.234 1.636
O 1.085 -0.198 0.436
H -0.791 1.661 1.171
H -0.475 1.271 3.011
H 1.583 0.094 2.459
H 2.016 -0.493 0.153
*
```

***

no.,HOMO energy (eV)
1,-0.642
2,-5.613
3,-2.687
4,-13.870